[1]
11
Properties=species:S:1:pos:R:3:forces:R:3:lowdin_charge:R:1 method="wB97M-V/def2-TZVPD" total_energy_ev=-10350.002 homo_energy_ev=-8.94 largest_force_ev_per_a=1.43 orbital_gap_ev=8.8
C -1.38863 -0.33638 -0.91412 -0.1 0.1 -0.3 0.0254
H 0.56657 0.10362 2.00036 0.0 0.1 -0.1 0.1437
H -1.11748 -0.91555 -1.79106 0.0 0.1 0.1 0.1206
O 2.85655 -0.06345 -1.60364 -1.1 -0.3 0.7 0.0869
O -1.38910 -1.11802 0.34975 0.2 0.0 0.1 0.1084
H -0.64206 1.14066 1.16527 0.0 0.1 0.0 0.1931
H -2.21971 0.35875 -0.99428 0.1 -0.1 0.0 0.1260
C 0.41370 0.61777 1.02608 -0.2 -0.3 0.0 -0.4622
O 1.31679 1.34326 0.49324 0.0 0.1 0.0 -0.1703
C -0.45241 -0.22989 0.17316 -0.2 0.1 0.1 -0.2178
C 1.88819 -0.29182 -1.04796 1.2 0.2 -0.7 0.0462

[2]
65
Properties=species:S:1:pos:R:3:forces:R:3:lowdin_charge:R:1 method="wB97M-V/def2-TZVPD" total_charge=+1 total_energy_ev=-35525.664 homo_energy_ev=-10.52 largest_force_ev_per_a=2.29 smiles="CCN1CCN2CCN(CC)c3c[n+]([C@H](/C=C/c4ccccc4)c4ccccc4)cc1c32" orbital_gap_ev=7.9
H -2.29391 1.89368 0.90348 -0.2 0.1 0.2 0.0563
C 2.68776 -2.34540 3.13472 0.5 0.6 0.3 -0.1326
C 3.21957 -3.07861 0.85402 -0.1 0.2 0.0 -0.2067
H -4.13144 0.61604 -4.01994 -0.2 -0.2 0.3 0.1109
H 1.82844 -4.16056 -0.44000 0.1 -0.1 0.2 0.0688
H 3.26496 -3.24733 3.35149 -0.1 0.2 0.1 0.1316
C 2.86722 4.06564 -2.35008 -0.4 -0.3 0.0 -0.0453
H 3.63418 3.47020 -1.85361 -0.1 0.2 -0.1 0.1087
H 4.21914 5.67664 -2.82974 -0.3 -0.1 0.1 0.1084
H 0.15328 6.13516 -4.18660 0.2 -0.2 0.2 0.1069
N 0.09668 -0.41234 -0.43037 0.3 -0.3 2.2 -0.0369
H -0.68047 2.03325 -2.44996 0.5 -0.1 -0.3 0.0657
H 1.85115 -1.68416 4.99158 0.0 0.0 -0.1 0.1357
H 3.33617 -1.46828 3.30069 0.1 -0.2 -0.1 0.1386
C 1.31468 -1.52566 1.32645 -0.2 0.4 -0.4 -0.1164
N 2.27776 -2.40406 1.75681 0.1 -0.6 -0.4 -0.0933
H -4.01222 2.04968 1.30451 0.2 0.0 0.1 0.0875
C 0.91642 5.56110 -3.65765 0.1 -0.4 0.1 -0.0729
C -3.03287 1.75228 1.69784 -0.2 0.2 0.1 -0.0687
C 3.19345 5.30687 -2.88756 -0.2 0.2 -0.3 -0.0778
H -3.14222 -3.38534 -2.72770 0.1 0.2 -0.2 0.1082
H 3.54672 -2.37639 0.07572 0.2 -0.2 0.2 0.1105
C -0.04477 0.03160 -1.80265 -0.1 0.2 -1.2 -0.2101
H -0.88743 -2.56329 -2.08276 -0.2 0.1 0.1 0.1158
C 1.21703 -1.05399 0.00840 -0.1 0.2 0.1 0.0514
H 2.04062 -1.12889 -0.71094 -0.6 -0.3 0.3 0.1398
H -2.77197 2.42500 2.52498 -0.1 -0.2 -0.2 0.0888
C 2.21464 6.07765 -3.52889 -0.1 -0.4 0.2 -0.0749
H -3.50386 -0.34245 1.37462 -0.1 0.1 0.1 0.1298
C 2.68267 -4.35719 0.21799 -0.1 0.0 0.0 -0.0657
H -2.30741 1.46702 -2.63531 0.0 -0.5 -0.4 0.1039
H -2.41519 -2.08821 3.48564 0.0 0.1 0.0 0.1417
H -1.80024 0.31530 -0.00621 0.4 -0.3 0.1 0.1201
C -3.50042 -0.09637 -3.49821 0.0 0.0 0.4 -0.0620
H 2.09557 1.87269 -1.15496 0.0 -0.3 -0.5 0.1153
C -1.65773 -1.85986 -2.40234 -0.2 0.2 0.0 -0.0318
C -2.38777 0.39049 -2.80976 0.2 0.0 -0.2 -0.0434
H -0.41329 3.89535 -3.27099 0.3 0.3 0.0 0.1021
C 1.53417 -2.25115 4.10661 0.0 -0.6 0.4 -0.1224
C -1.39862 -0.48300 -2.35103 -0.1 0.2 -0.1 -0.1824
C -0.67745 -1.35376 4.49338 -0.1 0.7 0.3 -0.1229
H 3.47907 -4.80887 -0.38430 -0.2 0.1 0.1 0.0823
H 1.25700 -3.25210 4.47326 0.0 0.2 -0.2 0.1372
H 4.08193 -3.34416 1.47722 0.0 0.2 -0.4 0.1192
H -0.41044 -0.47958 5.10696 0.0 -0.1 -0.1 0.1424
C -2.89782 -2.33260 -2.84858 0.3 0.3 0.0 -0.0641
C -3.12645 0.31068 2.18066 0.2 -0.1 -0.2 -0.2089
C -3.79852 -1.45625 -3.46435 0.3 0.1 0.3 -0.0691
C -0.91622 -0.13861 0.43610 0.4 -0.2 0.2 0.0454
C 0.16315 1.52473 -2.00113 0.6 0.6 0.2 -0.0211
H 2.38811 -5.08865 0.98236 0.0 0.2 -0.2 0.0822
C 1.56270 3.52961 -2.44101 0.2 1.7 -0.2 -0.2224
H -4.73961 -1.82335 -3.86194 0.2 0.0 -0.1 0.1098
N 0.36675 -1.62493 3.54092 0.1 0.4 -0.7 -0.0517
C 1.29944 2.23928 -1.81086 -1.1 -1.1 0.0 -0.0278
C -1.99848 -1.11844 3.80059 -0.2 -0.5 0.2 -0.1366
C -0.82232 -0.44119 1.79790 0.1 -0.3 -0.5 -0.0994
H 0.75924 -0.46587 -2.38046 -0.4 0.0 0.4 0.1627
C 0.33179 -1.12428 2.27733 -0.4 -0.8 -0.4 -0.0381
C 0.59271 4.29807 -3.14064 0.6 -0.1 0.3 -0.0240
H -3.83631 0.25847 3.01535 0.1 0.0 -0.3 0.1220
H 2.45223 7.06892 -3.92215 0.0 -0.4 0.1 0.1084
H -0.75451 -2.20819 5.16627 0.0 -0.1 0.0 0.1340
N -1.86012 -0.22737 2.67724 -0.2 0.8 0.0 -0.0957
H -2.70631 -0.66464 4.50156 0.2 -0.2 0.0 0.1328

[3]
9
Properties=species:S:1:pos:R:3:forces:R:3:lowdin_charge:R:1 method="wB97M-V/def2-TZVPD" total_energy_ev=-6239.858 homo_energy_ev=-10.95 largest_force_ev_per_a=0.56 smiles=O.O.O orbital_gap_ev=11.5
H 0.77795 -1.70464 1.39745 -0.1 0.1 -0.1 0.0610
H 0.18113 1.73094 -0.46565 0.1 0.1 0.0 0.0282
O 0.37742 -0.91155 1.02116 0.3 0.0 0.3 -0.0494
H 0.75212 -0.17903 1.52717 -0.1 0.0 -0.1 0.0582
H 0.61087 3.16429 -0.76847 0.0 0.0 0.1 0.0356
H -1.08844 -1.32509 -0.08234 -0.1 -0.1 -0.5 -0.0115
H -0.84183 -1.59224 -1.57148 0.0 0.0 0.1 0.0243
O -1.53164 -1.61938 -0.90212 0.0 0.1 0.3 -0.0831
O 0.76242 2.43671 -0.15571 -0.1 -0.1 -0.1 -0.0634

[4]
87
Properties=species:S:1:pos:R:3:forces:R:3:lowdin_charge:R:1 method="wB97M-V/def2-TZVPD" total_charge=-1 total_energy_ev=-45832.830 homo_energy_ev=-2.45 largest_force_ev_per_a=7.23 orbital_gap_ev=4.6
C 0.50658 -1.94054 7.47952 0.6 -0.5 -0.6 -0.1327
H -2.32791 4.22359 0.59584 0.7 0.8 1.0 0.0805
H -0.62778 -3.00478 -0.22758 -1.3 0.6 0.8 0.0829
C -4.79764 0.30017 2.25929 -0.6 0.6 0.9 -0.0959
H 4.48195 2.20276 3.78458 0.9 -0.1 -0.8 0.1099
C -3.27149 -2.75127 -1.54088 -0.2 -0.3 -0.9 -0.0509
C 0.15651 -0.63786 7.86304 -0.4 0.4 0.4 -0.0860
H 1.53542 -0.69183 0.30589 0.2 0.2 -0.5 0.1033
C -1.21334 -3.02407 0.76047 6.9 -1.5 -1.5 -0.0980
H 1.04442 -0.62957 3.28544 1.5 1.5 -0.1 0.0758
C -0.37925 0.41857 1.85249 -0.9 3.0 0.3 -0.2443
H -1.13665 -4.07109 0.77742 -1.5 -1.9 0.9 0.0671
C -3.29966 -2.07029 -0.23098 -0.8 1.3 0.1 -0.3046
C 5.55980 0.56322 2.71313 0.1 -0.2 -0.2 -0.2550
H -5.28396 -0.17180 3.12099 -0.5 0.1 -0.3 0.0896
C -2.64376 3.28497 1.02506 -2.7 0.7 -3.0 -0.0639
C 5.27199 1.92824 3.05194 0.9 0.5 -0.8 0.0191
C -4.28330 -1.09174 0.17007 0.1 0.1 -0.3 -0.2756
H -3.76931 2.04415 -1.03998 1.6 1.0 0.4 -0.0047
H 5.10736 -1.54580 3.02020 -0.2 0.4 0.1 0.0921
H 1.77373 -3.20973 6.19665 -0.2 0.6 0.3 0.0967
H 3.67649 0.73877 4.61034 0.1 -0.6 -0.2 0.0717
H -3.63321 1.32861 2.54401 1.8 -0.5 2.3 0.1534
C 1.81725 0.25993 6.25087 -0.9 -0.2 1.0 0.0151
H -1.20868 -1.75717 3.25390 -4.8 0.4 0.7 0.1380
C 3.16027 -1.33848 4.88553 -0.2 0.8 0.4 -0.1453
C -3.44826 1.05255 -1.39209 -1.9 2.7 -0.8 -0.2648
C 0.22932 0.92904 0.68114 -0.4 0.5 -0.3 -0.2547
H -4.21798 -3.26215 -1.72682 -0.1 -0.1 0.0 0.0820
H -5.30171 -0.76513 -1.62611 -0.5 0.5 0.1 0.0963
C -2.47539 -1.53143 3.32145 2.2 0.7 2.3 -0.0882
C -0.56827 2.01717 0.19293 0.2 -0.7 0.4 -0.3238
H 0.29744 -1.55705 2.08792 -0.7 1.9 2.1 0.1185
H 7.61160 3.51435 1.01145 -0.7 -0.9 0.5 0.1051
H -2.40962 2.08737 4.18933 0.9 0.2 -1.3 0.0945
H -4.52571 1.01727 -1.39855 0.1 -1.6 -0.5 -0.0345
H 3.38004 -2.38126 4.62125 -0.1 0.5 0.1 0.0935
C 0.10808 -0.57670 2.77656 2.6 -3.0 -2.1 -0.0622
C -1.50377 1.30207 2.17850 1.3 0.8 -1.4 -0.2550
H -0.48018 -0.78317 -2.53494 -1.2 0.2 -1.4 0.0032
H 1.42563 0.56162 -0.98512 -0.4 0.0 -2.3 0.0314
H 0.00949 -2.80195 7.94299 0.1 0.4 -0.1 0.0893
H -0.27605 2.03668 -1.94728 0.0 -0.1 0.1 0.0792
C -5.43291 -0.47840 -0.57646 -0.6 -2.8 -0.4 -0.0978
C -2.85573 -1.46307 1.94276 -1.9 -0.5 -2.0 -0.2475
H -0.14964 -1.75720 -1.29626 -1.5 -0.6 0.2 0.0075
Zr -2.02147 0.05025 -0.15274 0.3 -0.1 3.6 1.6136
C 6.58296 0.27072 1.74337 -0.1 1.3 0.1 -0.0727
H -5.40504 1.03661 1.70610 -0.1 -0.8 0.2 0.0862
C 3.87637 -0.29160 4.29531 0.4 -1.7 -0.7 -0.1352
H -6.43892 -0.69400 -0.26470 -0.6 -1.8 0.5 0.0800
H -4.07310 1.07377 3.34479 -0.2 -1.0 -2.6 0.2088
C 4.84159 -0.52067 3.31107 -0.2 0.8 0.5 -0.1278
H 6.77970 -0.78524 1.49448 -0.1 0.7 0.1 0.0962
C 2.16534 -1.08026 5.88329 0.2 -0.4 -0.3 -0.2695
H -0.62533 -0.43528 8.63643 0.9 -0.2 -0.8 0.1047
H -3.41572 3.36065 1.76592 0.4 0.4 1.3 0.0730
C 7.04256 2.67158 1.47750 0.1 0.6 -0.1 -0.0831
H -2.11222 0.32973 3.92088 0.3 3.1 -0.3 0.0442
H -2.92585 -0.46202 3.72429 1.3 -4.4 -0.7 0.0863
C 1.43661 0.36256 0.02246 1.0 0.3 2.4 -0.0655
H -1.14199 3.41414 -1.31158 -0.2 0.1 0.0 0.0749
H 2.39603 0.82204 0.16111 0.6 0.6 1.7 0.0914
C -1.64403 2.24370 1.09533 1.1 -1.7 0.7 -0.3037
C -0.47882 -0.71032 -1.46877 1.4 -2.8 -1.3 -0.2677
H -3.12210 -2.07847 -2.39397 0.0 0.0 0.1 0.0799
C -3.97724 -0.65264 1.46786 1.3 -1.1 0.8 -0.2723
H 0.58017 3.28466 -1.07200 0.2 0.1 0.0 0.0866
H -5.58351 0.53742 -0.40688 0.6 1.8 0.0 0.0311
F 5.76332 4.23327 2.75610 0.2 -0.5 -0.2 0.0004
C 1.49092 -2.19003 6.50469 -0.5 1.1 0.5 -0.0724
C -0.34575 2.71052 -1.08591 0.4 0.6 -0.8 -0.0493
F 0.49650 1.70841 7.58448 0.0 -0.6 0.0 0.0022
H -3.38554 3.13016 0.16560 0.9 -0.5 0.7 0.0670
C -2.30515 1.31407 3.38670 -0.5 0.2 1.5 -0.1401
H -3.36507 1.27726 -2.42993 1.1 0.1 -1.3 0.0063
H -0.54223 -0.74982 3.57757 0.1 0.5 0.7 0.0219
H 2.30447 1.14971 5.79416 -0.6 -0.9 0.6 0.1119
H 8.06789 1.08263 0.40550 -0.3 0.2 0.3 0.0894
C -2.33913 -2.21139 0.81963 -4.0 1.8 0.8 -0.3248
C 7.29502 1.32903 1.14555 -0.4 -0.8 0.3 -0.1293
H -2.49302 -3.50587 -1.59538 0.2 0.0 0.1 0.0770
H -0.27990 -2.77850 1.37285 -1.8 -0.1 -0.2 0.0873
H 0.58468 -0.62013 -1.42719 0.2 1.5 0.1 -0.0368
C 0.82760 0.42056 7.23413 0.6 -0.1 -0.7 -0.2862
H -2.67725 -2.18363 4.18591 -1.2 -1.0 -1.2 0.0895
C 6.03522 2.92595 2.42151 -0.5 -0.7 0.4 -0.2838

[5]
16
Properties=species:S:1:pos:R:3:forces:R:3:lowdin_charge:R:1 method="wB97M-V/def2-TZVPD" total_energy_ev=-7856.104 homo_energy_ev=-9.99 largest_force_ev_per_a=1.07 smiles="C=C(C)C#N.C=C" orbital_gap_ev=10.7
H -2.05866 0.91443 0.25244 0.1 -0.1 -0.1 0.0887
C 0.47428 -0.49995 -1.36525 -0.2 0.1 0.0 0.0677
H 0.25556 0.69798 2.42611 0.1 0.0 -0.1 0.0552
N -1.43076 1.79769 -3.11088 0.4 -0.6 0.8 0.1510
H 1.15097 -0.30856 -2.19222 -0.2 0.0 0.1 0.0811
C -1.06082 1.09843 -2.26486 -0.3 0.6 -0.8 -0.2048
C -1.68405 -0.04060 -0.13246 0.0 0.0 0.0 -0.0616
C 1.69189 -0.70176 1.75891 0.0 0.2 0.1 -0.0937
H -1.25143 -0.60729 0.69546 0.0 0.1 -0.2 0.0657
C -0.67293 0.16835 -1.23085 0.1 -0.2 -0.1 -0.3655
H 1.38151 1.27471 1.07716 0.0 -0.1 0.1 0.0589
H 2.52217 -0.91451 1.08820 -0.1 0.0 0.1 0.0526
H 0.75884 -1.25849 -0.64401 -0.1 0.2 -0.1 0.0574
H -2.54153 -0.59133 -0.53239 0.0 0.1 0.1 0.0889
C 1.08718 0.48084 1.76000 0.1 -0.2 0.1 -0.0942
H 1.37777 -1.50994 2.41464 0.1 0.1 0.0 0.0527

[6]
5
Properties=species:S:1:pos:R:3:forces:R:3:lowdin_charge:R:1 method="wB97M-V/def2-TZVPD" total_energy_ev=-13355.426 multiplicity=3 homo_energy_ev="-6.23 / -10.47" largest_force_ev_per_a=3.03 orbital_gap_ev="6.6 / 8.1"
C -0.31212 -1.58317 0.44196 -0.7 0.7 -2.9 -0.7621
H 0.46421 0.06436 -0.58518 1.1 0.5 0.4 0.0513
I -0.53062 -2.69537 2.03470 0.7 -1.6 1.2 1.3955
N -0.00520 -0.80516 -0.43477 -0.9 -0.3 0.4 0.0356
F -0.72648 -1.80047 3.90713 -0.3 0.7 0.8 -0.7204

[7]
17
Properties=species:S:1:pos:R:3:forces:R:3:lowdin_charge:R:1 method="wB97M-V/def2-TZVPD" total_energy_ev=-16651.134 homo_energy_ev=-8.33 largest_force_ev_per_a=0.36 smiles="C=C(C)N.CS" orbital_gap_ev=9.0
C 2.31152 0.16855 0.46771 0.1 0.1 -0.1 -0.0628
H 2.36305 -0.37291 -2.20518 -0.1 0.0 0.0 0.0484
H -2.75433 -0.43298 -0.84598 0.0 0.0 -0.1 -0.1819
H -2.11225 2.01595 0.09016 -0.1 0.0 0.0 0.0263
H 0.09133 -0.79190 1.20451 0.0 0.0 0.0 0.0699
H -1.79366 0.71900 1.23288 -0.1 -0.1 0.2 0.0008
H 2.67189 -0.39817 1.32486 0.0 0.0 0.1 0.0802
C 1.38995 -0.66660 -0.36196 -0.1 0.2 0.0 -0.4979
H 3.15833 0.50913 -0.11937 0.1 -0.1 0.0 0.0737
H 1.80174 1.06251 0.83170 -0.1 0.0 0.1 0.0779
S -3.71071 0.20860 -0.16360 0.1 0.0 0.1 0.6250
C -2.58144 1.29129 0.75217 0.2 0.1 -0.3 -0.4960
N 0.37362 -1.28515 0.37308 0.0 0.0 -0.1 0.0784
H 0.83034 -1.44061 -2.22227 0.1 0.1 -0.2 0.0483
H -3.15736 1.82923 1.49763 -0.1 -0.1 0.1 0.0225
C 1.53036 -0.81797 -1.67887 0.0 -0.2 0.1 0.0117
H -0.41238 -1.59798 -0.17747 0.0 0.0 0.1 0.0756

[8]
12
Properties=species:S:1:pos:R:3:forces:R:3:lowdin_charge:R:1 method="wB97M-V/def2-TZVPD" total_charge=+1 total_energy_ev=-78150.227 multiplicity=5 homo_energy_ev="-15.10 / -15.10" largest_force_ev_per_a=4.13 orbital_gap_ev="8.5 / 6.3"
S 0.57316 0.04945 0.40094 1.0 -0.3 3.8 0.8795
S -0.04768 -2.36833 -1.19434 -0.7 1.8 -0.9 0.9625
O 0.25413 -1.58642 -2.52299 -0.4 -0.4 0.3 -0.4703
Co -0.93244 -0.11039 -2.32249 0.1 -0.5 -1.0 1.1324
F -0.36325 1.29568 2.57383 0.5 -0.7 0.0 0.1634
F 1.01364 2.48946 1.41636 0.5 -0.8 -0.4 0.1748
C 0.01090 1.62547 1.34504 -1.1 2.0 2.2 -0.6602
O -1.52361 -2.67906 -1.26571 2.2 0.7 1.1 -0.2903
N 0.77004 -1.45141 -0.05417 -1.7 -3.6 -1.0 -0.3792
O 1.59333 -0.12142 1.47034 -0.1 1.4 -1.7 -0.2156
F -1.00987 2.31978 0.86656 -0.3 -0.6 -1.1 0.1534
O -0.33835 0.53719 -0.71335 -0.1 1.0 -1.4 -0.4504

[9]
17
Properties=species:S:1:pos:R:3:forces:R:3:lowdin_charge:R:1 method="wB97M-V/def2-TZVPD" total_energy_ev=-5379.739 homo_energy_ev=-10.91 largest_force_ev_per_a=0.61 smiles=CCC(C)C orbital_gap_ev=12.2
H -1.61133 0.02608 1.02732 0.3 0.1 0.0 0.1057
H -0.97885 -2.33652 1.66183 0.1 0.1 -0.2 0.0673
C -0.13176 1.91875 -0.28654 -0.1 0.0 0.1 -0.0955
H 0.50771 2.23648 0.54924 -0.2 -0.1 -0.1 0.0793
C -0.07161 0.38738 -0.44325 -0.2 -0.2 0.2 -0.4447
C -0.75837 -1.90500 0.67592 0.1 0.1 0.0 -0.1117
H 1.54965 -1.01635 -0.98463 0.0 0.1 0.1 0.0649
H -1.58671 -2.20712 0.01656 0.3 0.3 0.1 0.0715
H 0.15029 -2.39463 0.30429 -0.1 0.2 0.1 0.0604
H -1.13945 2.30872 -0.11077 0.1 -0.2 0.0 0.0720
H 0.26660 2.42943 -1.17480 -0.1 -0.2 0.1 0.0737
H 1.72055 0.59290 -1.69125 -0.2 -0.1 0.1 0.0749
C 1.38164 0.04773 -0.80009 0.0 -0.1 0.0 -0.0919
H 2.04316 0.36744 0.01738 -0.1 -0.2 -0.1 0.0822
H 0.03411 -0.13177 1.65999 -0.1 -0.1 -0.1 0.1081
H -0.76636 0.04765 -1.22207 0.3 0.3 -0.4 0.1286
C -0.60927 -0.37116 0.80086 0.1 0.2 0.0 -0.2447

[10]
5
Properties=species:S:1:pos:R:3:forces:R:3:lowdin_charge:R:1 method="wB97M-V/def2-TZVPD" total_charge=-1 total_energy_ev=-18123.027 homo_energy_ev="-5.12 / -5.12" largest_force_ev_per_a=6.39 orbital_gap_ev="9.2 / 9.2"
N -0.99019 0.03819 0.06673 -2.7 4.3 -0.2 -0.2594
O -1.51376 1.33312 0.02166 2.7 -5.8 0.2 -0.1760
Cl 2.01866 -0.06049 0.02556 -0.5 -0.2 0.1 -0.4307
O -1.73587 -0.91999 0.04626 0.9 0.9 0.0 -0.0363
H 0.17113 -0.13199 0.10471 -0.4 0.8 -0.1 -0.0976

[11]
8
Properties=species:S:1:pos:R:3:forces:R:3:lowdin_charge:R:1 method="wB97M-V/def2-TZVPD" total_energy_ev=-20422.403 homo_energy_ev=-10.50 largest_force_ev_per_a=2.62 orbital_gap_ev=9.7
F 1.74983 -1.13711 -0.10339 -0.7 0.7 -0.1 0.0482
S -1.64541 -0.00873 -0.46844 0.4 0.1 1.0 0.9681
O -2.88065 -0.02231 0.31895 0.1 0.0 -0.3 -0.5358
H 0.81023 0.13475 -1.35533 -0.7 -0.8 -2.4 0.1072
H -0.44258 -0.04450 1.59178 0.6 0.2 -1.8 0.1247
C 0.98253 -0.01912 -0.34719 -0.1 0.1 2.2 -0.4693
C -0.30964 0.01832 0.45817 -0.4 -0.7 0.4 -0.2879
F 1.73570 1.07869 -0.09456 0.7 0.4 1.0 0.0447

[12]
15
Properties=species:S:1:pos:R:3:forces:R:3:lowdin_charge:R:1 method="wB97M-V/def2-TZVPD" total_energy_ev=-9765.634 homo_energy_ev=-8.64 largest_force_ev_per_a=6.54 smiles="[H]/N=C1/CN=CN1C=C" orbital_gap_ev=9.2
H 2.69490 -1.13739 0.40374 -1.3 -0.7 -0.7 0.0316
C 1.36603 0.66971 -0.16429 0.9 -4.6 -0.1 -0.0771
C -0.04760 -1.38453 -0.11114 3.3 0.9 0.8 -0.1996
H -2.81029 -0.39102 -0.87911 1.0 -0.5 0.6 0.1391
H 1.36816 1.73914 -0.31917 0.3 -0.1 0.1 0.1027
H 3.37045 0.39563 0.37094 -0.8 -0.3 -1.6 0.0617
C 2.48031 -0.18486 -0.05600 0.5 4.9 2.4 -0.0086
N -1.36481 1.89473 0.07296 -2.6 -3.5 -1.1 0.1449
H -2.82198 -0.44202 0.83473 1.5 0.3 -0.5 0.1425
H -0.62535 2.50858 0.15511 2.2 1.2 -0.1 -0.0129
C -1.13383 0.63447 -0.18790 1.1 4.4 2.9 -0.4151
N -1.20359 -1.72256 -0.03259 -6.5 -0.3 0.5 0.0780
H 0.71093 -2.18166 0.14247 -0.2 1.6 -1.0 0.1487
C -2.07304 -0.42938 -0.01376 -2.8 -3.3 -1.6 -0.0978
N 0.08970 0.03115 -0.21601 3.5 0.0 -0.7 -0.0380